An isolated molecule of C10H11NO2 in a non-equilibrium geometry. Source: the OMol25 dataset; level of theory: ωB97M-V with the def2-TZVPD basis set.

Positions of all 24 atoms, in Å:
O: -3.101 1.886 -0.645
C: -2.050 1.391 -0.269
O: -1.046 2.196 0.170
C: -1.964 -0.040 -0.077
C: -3.000 -0.969 0.021
C: -2.422 -2.252 0.209
C: -1.049 -2.032 0.327
N: -0.790 -0.660 0.155
C: 0.495 -0.167 -0.121
C: 1.087 0.330 -1.216
C: 2.550 0.670 -0.921
C: 2.660 0.747 0.595
C: 1.525 -0.244 0.974
H: -1.352 3.163 0.202
H: -4.005 -0.709 -0.116
H: -2.939 -3.174 0.263
H: -0.188 -2.622 0.589
H: 0.671 0.207 -2.194
H: 2.603 1.696 -1.441
H: 3.106 -0.273 -1.220
H: 3.656 0.470 1.039
H: 2.339 1.699 0.814
H: 2.113 -1.170 0.823
H: 1.104 -0.143 2.037

The SMILES is O=C(O)c1cccn1C1=CCCC1. The calculation puts the HOMO-LUMO gap at 9.2354 eV. The relative energy (zero: lowest compared OMol25 entry of this formula, charge and spin) comes out at 2.363 eV. The LUMO energy is 0.70 eV. The calculated total energy is -16131.9278 eV.